Entry 1:
20
Properties=species:S:1:pos:R:3:nbo_charge:R:1 method="wB97M-V/def2-TZVPD" charge=-1 orbital_gap_ev=6.24 e_tot_ev=-8477.7805 lumo_energy_ev=3.97 smiles=CC[C@@H](C)CC[O-] max_force_ev_per_a=4.0 homo_ev=-2.27
C -0.5406 0.7326 -2.3448 -0.618
C -0.2475 0.5569 -0.7994 -0.420
C 0.1919 -0.6284 0.1180 -0.205
C 1.5535 -1.2276 -0.5104 -0.633
C 0.3299 -0.0484 1.5934 -0.454
C -1.1615 0.1767 2.1710 -0.001
O -2.1507 0.3086 1.2712 -0.954
H 0.2755 0.0103 -2.7538 0.186
H -1.5385 0.3199 -2.6850 0.191
H -0.4613 1.8063 -2.5455 0.203
H -1.0993 0.9587 -0.3170 0.275
H 0.5352 1.3825 -0.6653 0.147
H -0.6432 -1.3569 0.1478 0.214
H 1.2517 -1.8271 -1.3615 0.194
H 2.2009 -1.7427 0.1216 0.189
H 2.1517 -0.3964 -0.6183 0.196
H 0.9674 -0.5699 2.2796 0.178
H 0.6749 1.0544 1.4830 0.166
H -1.3080 -0.7868 2.7295 0.087
H -0.9819 1.2773 2.6861 0.059

Entry 2:
20
Properties=species:S:1:pos:R:3:nbo_charge:R:1 method="wB97M-V/def2-TZVPD" charge=-1 orbital_gap_ev=6.19 e_tot_ev=-8479.9407 lumo_energy_ev=3.97 smiles=CC(C)CCC[O-] max_force_ev_per_a=0.9 homo_ev=-2.22
C -0.9901 -1.5567 1.4208 -0.604
C -0.4365 -0.3215 0.6880 -0.241
C -1.5295 0.6873 0.3908 -0.616
C 0.2975 -0.7471 -0.5885 -0.378
C 0.8958 0.3860 -1.4228 -0.430
C 1.8080 1.3516 -0.6216 -0.012
O 1.1565 2.3088 0.0741 -0.970
H -0.5452 -2.4691 0.9931 0.192
H -0.7588 -1.5516 2.4867 0.195
H -2.0678 -1.6245 1.3097 0.189
H 0.3011 0.1749 1.3197 0.228
H -1.0912 1.5840 -0.0591 0.272
H -2.2691 0.2341 -0.2928 0.164
H -2.0867 0.9820 1.2866 0.184
H -0.4163 -1.2998 -1.2219 0.168
H 1.0984 -1.4348 -0.2938 0.182
H 1.5398 -0.0871 -2.1897 0.165
H 0.1308 0.9459 -1.9607 0.183
H 2.5427 1.7804 -1.3407 0.074
H 2.4206 0.6572 0.0222 0.055

Entry 3:
21
Properties=species:S:1:pos:R:3:nbo_charge:R:1 method="wB97M-V/def2-TZVPD" charge=-1 orbital_gap_ev=6.94 e_tot_ev=-10526.0892 lumo_energy_ev=3.64 max_force_ev_per_a=5.1 homo_ev=-3.30
C 0.0936 -1.1748 -1.0532 -0.027
O 0.1662 -2.5346 -0.6978 -0.921
C -1.2391 -0.3558 -0.6561 -0.434
C -1.1283 1.1984 -0.8122 -0.466
C -0.0026 1.7891 -0.0220 0.062
C 0.9828 2.7065 -0.4789 -0.451
C 0.1324 1.4969 1.4655 -0.663
H 0.1913 -1.0606 -2.1857 0.109
H 0.8021 -0.4967 -0.4643 0.111
H -1.3686 -0.5507 0.4588 0.191
H -2.0576 -0.8336 -1.2383 0.195
H -2.1344 1.6500 -0.5151 0.206
H -1.1358 1.5526 -1.8889 0.205
H 1.7659 3.0764 0.1531 0.182
H 0.7094 3.4581 -1.4579 0.171
H 1.1433 1.9290 1.8811 0.205
H -0.0470 0.4422 1.6599 0.249
H -0.6172 1.9523 2.1524 0.206
H 1.6690 -2.8224 1.7327 0.436
H 0.4555 -2.5006 0.7342 0.500
O 0.7827 -2.4351 1.7378 -1.064

Entry 4:
21
Properties=species:S:1:pos:R:3:mulliken_spin:R:1 method="wB97M-V/def2-TZVPD" charge=-2 orbital_gap_ev="2.49 / 7.87" e_tot_ev=-10524.7725 lumo_energy_ev="6.49 / 6.41" spin_multiplicity=2 max_force_ev_per_a=2.4 homo_ev="4.00 / -1.46"
C -1.0852 0.2229 -1.3188 -1.620
C -1.4159 1.6931 -0.9220 0.715
C -2.2297 -0.5256 -2.0433 3.920
H -0.1724 0.1652 -1.9037 0.129
H -0.9895 -0.3072 -0.3695 0.311
H -0.4399 2.1483 -0.7366 0.133
H -2.0578 1.6418 -0.0449 -0.562
H -2.3157 -0.1369 -3.0775 -0.553
H -1.8021 -1.4920 -2.3200 -0.724
H -1.8902 2.2079 -1.7509 0.021
H -3.1973 -0.4524 -1.5647 -0.985
C 2.1400 -0.2498 2.0545 -0.055
C 1.0452 -1.3207 2.0733 0.248
C 2.2465 0.3729 0.5409 0.136
O 1.8503 1.5571 0.4774 -0.036
O 2.7049 -0.3923 -0.3225 -0.028
H 2.1562 0.5076 2.8288 -0.004
H 3.1258 -0.7337 2.1355 0.000
H 1.5059 -2.2794 2.3486 -0.015
H 0.5775 -1.3700 1.0954 -0.039
H 0.2435 -1.2567 2.8201 0.010

Entry 5:
21
Properties=species:S:1:pos:R:3:mulliken_spin:R:1 method="wB97M-V/def2-TZVPD" charge=-2 orbital_gap_ev="2.19 / 7.92" e_tot_ev=-10524.5217 lumo_energy_ev="6.32 / 6.18" spin_multiplicity=2 max_force_ev_per_a=2.6 homo_ev="4.12 / -1.74"
C 1.1629 -1.7306 -1.4276 0.431
C -0.3069 -1.7702 -0.9586 0.422
C 2.0709 -2.6671 -0.5773 2.990
H 1.2816 -2.0070 -2.4851 -0.451
H 1.5988 -0.7400 -1.3648 -0.197
H -0.8608 -2.3985 -1.6856 -0.186
H -0.6222 -0.7319 -1.0071 -0.019
H 2.9576 -2.2081 -0.1090 -0.809
H 1.5336 -2.9812 0.3209 -0.324
H -0.5328 -2.2193 -0.0116 -0.121
H 2.3637 -3.5502 -1.1462 -0.669
C -0.7437 2.6392 1.4077 0.068
C -1.3469 2.8826 0.0094 0.098
C -1.0432 1.2071 2.0404 0.028
O -1.1653 0.2783 1.2188 -0.159
O -0.9534 1.1827 3.2838 -0.030
H 0.2646 3.0234 1.4579 0.013
H -1.3137 3.2665 2.1213 -0.030
H -2.4037 3.1405 0.0313 -0.006
H -1.2969 1.9185 -0.5201 -0.005
H -0.6442 3.4652 -0.5986 -0.045

Entry 6:
21
Properties=species:S:1:pos:R:3:mulliken_spin:R:1 method="wB97M-V/def2-TZVPD" charge=0 orbital_gap_ev="7.73 / 6.04" e_tot_ev=-10520.8915 lumo_energy_ev="-0.27 / -1.96" spin_multiplicity=2 max_force_ev_per_a=3.8 homo_ev="-8.00 / -8.00"
C 0.9079 2.6572 0.4031 -0.009
O 0.4524 3.8812 0.7589 0.879
C -0.0888 1.9724 -0.5597 0.021
C 0.3770 0.6225 -1.1715 0.007
C 0.3129 -0.3905 -0.0455 -0.002
C -0.9914 -0.9098 0.2522 0.001
C -1.0254 -2.0166 1.2301 -0.001
H 1.9486 2.6660 -0.0161 0.019
H 0.9964 2.0504 1.3279 0.087
H -0.3848 2.6705 -1.3392 0.000
H -0.9830 1.8233 0.0592 -0.004
H 1.3856 0.6378 -1.6024 0.000
H -0.2778 0.5502 -2.0368 0.000
H 1.1880 -0.7844 0.4499 -0.001
H -1.9237 -0.4280 -0.0261 0.001
H -0.3401 -2.7624 0.8162 0.000
H -0.7376 -1.6989 2.2431 0.000
H -2.0321 -2.4389 1.3316 0.000
H 1.0349 -3.6738 -0.7601 0.000
H -0.2255 -1.4867 -0.5523 0.001
O 0.4065 -2.9416 -0.7625 0.000

Entry 7:
21
Properties=species:S:1:pos:R:3:mulliken_spin:R:1 method="wB97M-V/def2-TZVPD" charge=0 orbital_gap_ev="6.60 / 8.76" e_tot_ev=-10520.1070 lumo_energy_ev="0.90 / -2.06" spin_multiplicity=4 max_force_ev_per_a=9.0 homo_ev="-5.71 / -10.82"
O -0.7550 -0.6878 0.4102 0.869
O 0.1243 0.2597 0.3546 1.143
C -0.4568 -2.9883 1.4682 -0.042
C -1.1269 -1.7403 1.8564 0.934
C -2.6734 -1.7526 1.9692 -0.093
C -3.1544 -0.3695 2.3902 0.023
C -3.0933 -2.7848 3.0203 0.059
C -3.3059 -2.1561 0.6272 0.032
H 0.6339 -2.8420 1.4465 0.006
H -0.6336 -3.8094 2.1657 0.038
H -0.8998 -3.2854 0.5104 0.008
H -0.6729 -1.2482 2.7330 0.033
H -2.7959 0.3708 1.6693 -0.003
H -4.2496 -0.3349 2.4369 0.001
H -2.7772 -0.1422 3.3907 0.001
H -2.8278 -3.8087 2.7200 0.001
H -2.6800 -2.5641 4.0128 -0.008
H -4.1834 -2.7709 3.1407 0.004
H -3.0252 -3.1883 0.3705 -0.002
H -4.4032 -2.1071 0.7010 0.001
H -2.9771 -1.4861 -0.1794 -0.007

Entry 8:
22
Properties=species:S:1:pos:R:3:mulliken_spin:R:1 method="wB97M-V/def2-TZVPD" charge=0 orbital_gap_ev="6.42 / 8.80" e_tot_ev=-19811.5401 lumo_energy_ev="1.04 / -0.86" spin_multiplicity=3 max_force_ev_per_a=4.3 homo_ev="-5.38 / -9.66"
C -2.3585 -0.2032 0.1274 1.115
C 2.2652 0.6839 0.1829 0.000
C 1.0013 0.9730 0.8629 0.028
C 1.8763 0.3519 -1.3121 0.046
C -2.4639 1.2990 0.0634 -0.028
C -0.5045 -2.5622 0.2728 0.097
O 0.2143 -0.2076 1.1222 -0.021
O 0.7971 -0.4944 -1.3358 0.112
P -0.5183 -0.7836 -0.2087 0.545
H -2.9883 -0.6181 -0.6510 0.033
H 2.9154 1.6252 0.2842 0.001
H 2.7699 -0.1835 0.6873 0.000
H 1.2357 1.3015 1.8205 0.002
H 0.4505 1.7722 0.4318 -0.014
H 1.7508 1.2620 -1.9055 0.004
H 2.8106 -0.2203 -1.7542 0.011
H -2.9177 1.6594 -0.8104 0.023
H -3.1841 1.4055 0.8695 0.047
H -1.4546 1.7598 0.1359 0.004
H -0.1743 -2.8052 1.3093 0.010
H -1.5846 -2.9160 0.2141 -0.004
H 0.0617 -3.0993 -0.4064 -0.010

Entry 9:
23
Properties=species:S:1:pos:R:3:nbo_charge:R:1 method="wB97M-V/def2-TZVPD" charge=0 orbital_gap_ev=10.82 e_tot_ev=-21862.9665 lumo_energy_ev=0.82 smiles="C=C(OCC)[P@@H](=O)OCC" max_force_ev_per_a=5.0 homo_ev=-10.00
C -1.5856 2.8859 -0.2914 -0.414
C -1.4217 1.6294 0.0287 -0.091
O 0.1917 0.9649 0.1608 -0.578
C 1.1998 1.8468 -0.1891 -0.062
C 2.4946 1.0336 -0.2452 -0.612
P -2.6905 0.3652 0.2486 2.003
O -3.9766 0.8135 -0.2667 -1.065
O -2.2215 -0.9704 -0.4563 -0.806
C -1.1535 -1.7814 0.0276 -0.061
C -1.4878 -3.2352 -0.2687 -0.624
H -2.5964 3.2428 -0.4008 0.251
H -0.7817 3.5870 -0.4345 0.227
H 1.0120 2.2967 -1.1749 0.157
H 1.2991 2.6521 0.5543 0.154
H 2.6692 0.5465 0.7095 0.212
H 2.4185 0.2710 -1.0167 0.209
H 3.3287 1.6910 -0.4715 0.212
H -2.6349 0.0556 1.6045 -0.129
H -0.2278 -1.4763 -0.4651 0.199
H -1.0325 -1.6254 1.1047 0.173
H -2.4680 -3.4795 0.1354 0.214
H -1.5143 -3.4064 -1.3410 0.215
H -0.7417 -3.8852 0.1791 0.214

Entry 10:
23
Properties=species:S:1:pos:R:3:mulliken_spin:R:1 method="wB97M-V/def2-TZVPD" charge=+2 orbital_gap_ev="6.82 / 7.89" e_tot_ev=-26624.3975 lumo_energy_ev="-9.47 / -8.50" spin_multiplicity=3 max_force_ev_per_a=3.3 homo_ev="-16.29 / -16.39"
C 3.3428 -1.5285 -0.4729 0.001
O 2.3007 -0.6328 -0.1319 -0.007
C 1.7062 0.1098 -1.2424 0.008
C 0.6542 1.0092 -0.6431 -0.206
O -0.6354 0.4518 -0.9021 -0.058
C -1.6786 1.1484 -0.2880 0.007
C -2.1328 0.4303 0.9594 -0.006
O -1.1404 0.5117 1.9568 -0.002
C -1.0653 -0.6399 2.7610 0.001
H 3.7150 -1.9763 0.4538 -0.001
H 2.9574 -2.3144 -1.1379 0.000
H 4.1569 -0.9882 -0.9779 0.001
H 1.2931 -0.6246 -1.9515 -0.002
H 2.5147 0.6760 -1.7288 -0.002
H 0.7063 2.0147 -1.0904 -0.014
H -2.5412 1.2295 -0.9758 -0.001
H -1.3646 2.1808 -0.0362 0.000
H -2.3508 -0.6275 0.7228 0.000
H -3.0662 0.8982 1.3214 -0.001
H -0.2953 -0.4658 3.5221 0.000
H -2.0291 -0.8303 3.2635 0.000
H -0.7814 -1.5215 2.1614 0.000
Pr 1.6614 0.6217 1.4565 2.282